[1]
C29H22GeI2NO2Ti | ωB97M-V/def2-TZVPD

The geometry in ORCA input format:
```
! wB97M-V def2-TZVPD RIJCOSX def2/J DEFGRID3
* xyz -1 1
Ti -0.3111 0.3570 -0.0217
I 1.4132 3.6768 -3.6976
C 2.2733 3.0632 -1.9252
C 3.4579 3.6724 -1.4843
C 4.0707 3.2946 -0.3168
I 5.8245 4.2621 0.2332
C 3.5014 2.2747 0.4895
C 4.0274 1.8174 1.7191
C 3.3621 0.8338 2.4091
C 2.1688 0.3172 1.9073
N 1.6509 0.7370 0.7682
C 2.3096 1.6696 0.0374
C 1.6857 2.0272 -1.2088
O 0.6042 1.4154 -1.5584
H 3.8907 4.4602 -2.0861
H 4.9449 2.2450 2.0983
H 3.7418 0.4510 3.3469
H 1.6106 -0.4563 2.4198
C -2.4922 1.1373 2.2327
O -1.6573 1.1081 1.1328
H -2.2223 1.9604 2.9112
H -2.4460 0.1942 2.7994
H -3.5384 1.2814 1.9233
C -0.3742 -1.3901 -0.1152
Ge -1.3840 -2.2824 -1.4712
C -0.9073 -1.9219 -3.3422
C -0.2252 -2.8851 -4.0879
C 0.1784 -2.6369 -5.3934
C -0.0868 -1.4094 -5.9847
C -0.7496 -0.4337 -5.2552
C -1.1487 -0.6938 -3.9508
C -1.4895 -4.2557 -1.2843
C -2.1469 -5.0517 -2.2227
C -2.3033 -6.4162 -2.0296
C -1.8047 -7.0163 -0.8788
C -1.1539 -6.2410 0.0676
C -0.9999 -4.8745 -0.1388
C -3.2620 -1.7256 -1.2489
C -3.7731 -1.6499 0.0485
C -5.0900 -1.2813 0.2797
C -5.9243 -0.9759 -0.7896
C -5.4325 -1.0415 -2.0825
C -4.1104 -1.4133 -2.3066
H 0.0051 -3.8504 -3.6503
H 0.7076 -3.4059 -5.9444
H 0.2313 -1.2144 -7.0019
H -0.9463 0.5407 -5.6855
H -1.6420 0.1021 -3.3992
H -2.5542 -4.6063 -3.1256
H -2.8183 -7.0132 -2.7736
H -1.9276 -8.0817 -0.7219
H -0.7639 -6.6961 0.9709
H -0.4921 -4.2625 0.6007
H -3.1160 -1.8563 0.8866
H -5.4602 -1.2258 1.2969
H -6.9528 -0.6835 -0.6117
H -6.0743 -0.7975 -2.9217
H -3.7406 -1.4552 -3.3263
*
```

Summary:
Frontier orbital gap (eV): 5.54
Lowest unoccupied orbital energy (eV): 1.9513
Molar mass (g/mol): 790.79

From a Löwdin analysis of the wavefunction, the atomic charges in e read: 0.81 0.90 -0.67 -0.24 -0.69 0.88 -0.21 -0.04 -0.05 -0.09 0.03 -0.13 -0.43 -0.19 0.07 0.06 0.10 0.12 -0.27 -0.43 0.06 0.07 0.06 -0.41 0.80 -0.27 -0.11 -0.10 -0.11 -0.10 -0.12 -0.27 -0.12 -0.11 -0.12 -0.11 -0.11 -0.27 -0.11 -0.10 -0.12 -0.11 -0.11 0.09 0.09 0.09 0.10 0.10 0.10 0.09 0.09 0.09 0.08 0.09 0.09 0.09 0.09 0.09

[2]
C29H28CoN5O6S3 | ωB97M-V/def2-TZVPD

The geometry in ORCA input format:
```
! wB97M-V def2-TZVPD RIJCOSX def2/J DEFGRID3
* xyz -1 4
Co 0.0553 -0.0606 -0.0637
C 0.7407 0.7728 -6.8687
C 1.3247 0.4010 -5.5301
C 0.5200 -0.1427 -4.5320
C 1.0416 -0.4539 -3.2899
C 2.3854 -0.2213 -3.0205
C 3.2017 0.3127 -4.0058
C 2.6689 0.6161 -5.2527
S 3.0531 -0.5666 -1.4009
O 2.9553 -2.0084 -1.2376
O 4.3939 -0.0128 -1.4243
N 2.1246 0.1311 -0.3486
C 2.3424 1.5925 -0.2370
C 1.1772 2.3878 -0.8460
O 1.3170 3.5734 -1.1144
O 0.0948 1.7066 -1.0061
H -0.1115 0.1391 -7.1166
H 1.4822 0.6796 -7.6632
H 0.3899 1.8079 -6.8632
H -0.5334 -0.3129 -4.7259
H 0.4001 -0.8830 -2.5298
H 4.2432 0.4921 -3.7792
H 3.3094 1.0387 -6.0197
H 3.2739 1.9154 -0.6977
H 2.3775 1.8580 0.8235
C -3.4103 3.7643 -5.1071
C -3.3054 3.1392 -3.7393
C -2.4440 3.6571 -2.7819
C -2.3320 3.0779 -1.5250
C -3.0936 1.9611 -1.2260
C -3.9834 1.4400 -2.1602
C -4.0842 2.0300 -3.4084
S -2.8739 1.1532 0.3331
O -2.0801 2.0249 1.1494
O -4.1882 0.7758 0.8024
N -1.9702 -0.1495 0.0012
C -2.5094 -1.4093 -0.1937
C -3.8251 -1.7742 -0.4056
C -4.2053 -3.1247 -0.5634
C -3.3146 -4.1481 -0.4740
C -1.9540 -3.8394 -0.2413
C -0.9605 -4.8348 -0.0733
C 0.3273 -4.4799 0.1623
C 0.6608 -3.1059 0.1767
N -0.2244 -2.1637 0.0021
C -1.5444 -2.4938 -0.1518
H -2.6181 4.4954 -5.2653
H -4.3689 4.2735 -5.2340
H -3.3371 3.0073 -5.8902
H -1.8221 4.5112 -3.0226
H -1.6377 3.4659 -0.7958
H -4.5978 0.5848 -1.9102
H -4.7728 1.6219 -4.1408
H -4.5896 -1.0158 -0.3944
H -5.2505 -3.3462 -0.7467
H -3.6218 -5.1815 -0.5778
H -1.2443 -5.8796 -0.1460
H 1.1070 -5.2165 0.3010
H 1.6896 -2.7830 0.2819
C 3.6221 -0.4636 2.2892
N 2.6387 -1.4411 2.7384
C 2.9167 -2.7729 3.0032
C 1.7487 -3.3881 3.2640
N 0.7711 -2.4163 3.1554
C 1.3037 -1.2183 2.8042
S 0.4410 0.2065 2.5719
H 4.5467 -0.6239 2.8414
H 3.2286 0.5281 2.4957
H 3.7916 -0.5543 1.2188
H 3.9214 -3.1544 2.9910
H 1.5296 -4.4099 3.5113
H -0.2258 -2.5550 3.1581
*
```

Summary:
Frontier orbital gap (spin up / spin down) (eV): 7.53 / 7.51
Lowest unoccupied orbital energy (spin up / spin down) (eV): 2.3206 / 2.2445
Molar mass (g/mol): 697.71
⟨S²⟩: 3.7578

From a Löwdin analysis of the wavefunction, the atomic charges in e read: 0.61 -0.06 -0.28 -0.03 -0.05 -0.26 -0.05 -0.05 0.54 -0.35 -0.34 -0.29 -0.19 -0.63 0.02 -0.13 0.07 0.07 0.08 0.11 0.09 0.11 0.11 0.11 0.09 -0.06 -0.28 -0.02 -0.05 -0.27 -0.06 -0.05 0.59 -0.32 -0.32 -0.17 -0.24 -0.03 -0.09 -0.07 -0.17 -0.02 -0.04 -0.13 0.06 -0.13 0.07 0.08 0.07 0.12 0.11 0.10 0.11 0.08 0.10 0.10 0.11 0.11 0.08 -0.02 -0.10 -0.06 -0.09 0.06 -0.78 0.70 0.09 0.07 0.07 0.12 0.11 0.15

Across the entries above, E takes the values -131848.548 -120400.451 eV, respectively.
Across the entries above, relative energy (zero: lowest compared OMol25 entry of this formula, charge and spin) takes the values 30.9 0.0 kJ/mol, respectively.